Record 1
# C40H35AuN2O3P

A molecular structure, C40H35AuN2O3P in a non-equilibrium geometry (the ωB97M-V functional and the def2-TZVPD basis, the Open Molecules 2025 dataset).

Computed properties:
Calculated total energy: -64146.994 eV
Kohn-Sham gap (alpha / beta): 6.2732 / 6.2742 eV
F_max: 1.5 eV/A
Highest occupied orbital energy (alpha / beta): -9.75 / -9.75 eV
Molecular weight: 819.67 g mol⁻¹
Spin multiplicity: 1
Net charge: +1

```
82
C40H35AuN2O3P, DFT the ωB97M-V functional and the def2-TZVPD basis
Au 0.30046 -0.25228 -0.09332
O -2.77553 3.14177 0.37859
C -1.73667 3.12099 0.95247
O -0.98428 1.94494 0.99161
C -1.05311 4.16522 1.73347
C -1.57798 5.39908 2.08367
C -0.80671 6.21884 2.89049
C 0.44741 5.79954 3.33676
C 0.96425 4.56544 2.96884
C 0.19857 3.75031 2.14670
P 0.54136 2.04955 1.57572
C 0.47810 1.07452 3.08790
C -0.76655 0.75976 3.63539
C -0.84194 0.12003 4.86066
C 0.31811 -0.20631 5.55168
C 1.55625 0.11122 5.01432
C 1.64111 0.75127 3.78626
C 2.24157 2.16929 0.99916
C 2.71323 3.40576 0.56496
C 4.02552 3.52349 0.12560
C 4.85304 2.41552 0.09950
C 4.37172 1.17028 0.49651
C 3.06483 1.03742 0.91448
H -2.56179 5.69134 1.74130
H -1.18121 7.18983 3.18536
H 1.02461 6.44644 3.98431
H 1.93713 4.25076 3.32586
H -1.67749 1.00661 3.10490
H -1.81094 -0.12036 5.27838
H 0.25544 -0.69735 6.51407
H 2.46287 -0.13036 5.55312
H 2.61357 1.00639 3.39170
H 2.07066 4.27481 0.55314
H 4.38939 4.48654 -0.20693
H 5.87479 2.51287 -0.24401
H 5.01143 0.29878 0.45522
H 2.69343 0.05785 1.18526
O 2.17994 -2.61157 0.02188
C 1.29030 -3.68766 0.29573
C 1.13999 -3.75763 1.80354
C 0.62870 -2.44303 2.42893
C -0.79931 -2.12530 2.07566
C -1.83017 -2.69501 2.81937
C -3.14617 -2.41273 2.52252
C -3.42799 -1.56060 1.46300
C -2.37719 -1.03417 0.75028
N -1.08825 -1.30183 1.04485
H 2.44763 -2.62276 -0.90370
H 1.68894 -4.63055 -0.08486
H 0.31790 -3.51818 -0.18240
H 2.11553 -3.98884 2.23432
H 0.46677 -4.57731 2.06598
H 1.27988 -1.62029 2.13667
H 0.68156 -2.52663 3.51721
H -1.57533 -3.35364 3.63914
H -3.94568 -2.84647 3.10867
H -4.44102 -1.30222 1.19058
H -2.54460 -0.36657 -0.08336
N 1.53063 0.48508 -1.39737
C 1.70911 1.34029 -2.30404
C 2.64320 1.02020 -3.43120
C 3.79070 0.26969 -3.19264
C 4.63751 -0.06571 -4.23654
C 4.33411 0.33249 -5.53309
C 3.18788 1.07404 -5.77791
C 2.35035 1.42755 -4.72877
C 1.11875 2.72757 -2.30131
C -0.20370 2.94307 -1.92107
C -0.72612 4.22927 -1.87580
C 0.07846 5.31721 -2.19407
C 1.39613 5.11053 -2.57538
C 1.90728 3.82213 -2.64476
H 4.00575 -0.04073 -2.17757
H 5.53532 -0.63941 -4.04349
H 4.99268 0.06781 -6.35016
H 2.94740 1.38260 -6.78712
H 1.46027 2.01475 -4.92051
H -0.82844 2.08930 -1.68741
H -1.76342 4.38249 -1.60790
H -0.32786 6.32028 -2.16607
H 2.02418 5.95435 -2.83242
H 2.93468 3.66220 -2.94985
```

Record 2
# CO3Sn

A molecular structure, CO3Sn in a non-equilibrium geometry (the ωB97M-V functional and the def2-TZVPD basis, the Open Molecules 2025 dataset).

Computed properties:
Calculated total energy: -13009.286 eV
Kohn-Sham gap (alpha / beta): 5.7266 / 8.4264 eV
F_max: 4.3 eV/A
Highest occupied orbital energy (alpha / beta): -3.11 / -5.56 eV
Molecular weight: 178.72 g mol⁻¹
Spin multiplicity: 2
Net charge: -1

```
5
CO3Sn, DFT the ωB97M-V functional and the def2-TZVPD basis
Sn -0.86856 1.01467 2.90546
C 0.20133 -0.29303 -0.73880
O 0.10511 -0.25608 0.48572
O 1.28406 -0.60096 -1.22054
O -0.72195 0.13540 -1.43183
```

ΔE to the lowest compared entry with this formula, charge and spin (eV)
1.0641, 0.0000